C11H15AuClNO2RhS2 | wB97M-V/def2-TZVPD

Gap between HOMO and LUMO (spin up / spin down) ... 5.780 / 5.282 eV
Multiplicity ... 7
LUMO energy (spin up / spin down) ... 2.89 / -0.33 eV
Charge ... -1

Geometry as XYZ:
```
34
Properties=species:S:1:pos:R:3:forces:R:3:lowdin_charge:R:1
H -1.7192 -0.6225 -3.1630 0.3 -0.2 -0.5 -0.04
C -0.1862 -1.8909 4.9034 -0.2 0.0 0.7 -0.05
C -1.2054 -0.0244 0.8772 -2.7 -0.3 0.7 -0.33
H 2.1042 2.2348 -1.8306 -0.1 -0.4 -0.4 0.01
C 0.5553 -0.8859 4.2532 0.0 -0.6 -2.0 -0.25
H -1.4903 0.3862 -1.4658 0.8 0.2 0.3 -0.02
H 2.3855 2.2664 -3.6508 -0.1 -0.3 0.5 -0.01
H -0.0824 1.7832 6.2694 -0.2 -0.2 0.0 0.11
H 3.2678 1.0653 -2.5966 -0.4 0.1 -0.1 -0.03
H -1.3435 -0.0099 7.5142 0.1 -0.1 -0.2 0.09
N 1.4242 0.2957 2.4205 0.7 2.1 -1.2 -0.16
H -0.9181 -0.4960 -4.8111 -0.5 -0.4 0.3 -0.05
C -0.8665 -1.5646 6.0804 0.4 -0.2 -0.6 -0.10
O 2.4599 2.0953 4.0370 -0.1 0.0 -0.4 -0.32
C -0.1119 0.7524 5.9177 0.0 -0.3 -0.2 -0.06
H -0.5060 -1.8640 -3.7124 -0.1 0.3 0.1 -0.03
H -1.4509 -2.3299 6.6025 0.2 0.3 -0.2 0.09
S 1.1446 -2.1724 1.7716 -0.2 -1.4 -0.3 0.74
C -0.4160 0.5195 -1.2228 -1.4 1.2 -1.7 -0.48
H -1.3236 -0.3471 1.9251 0.3 0.1 -0.3 0.01
Cl 2.3905 -1.2495 -1.2557 0.5 -0.2 -0.3 -0.16
C 0.5419 0.4241 4.7368 -0.4 0.7 0.7 -0.25
C -0.8127 -0.2531 6.5945 0.1 0.3 0.1 -0.11
S 1.2235 1.5459 3.5381 -0.3 -1.8 -0.1 0.64
Rh 0.5031 -0.5806 0.0824 2.6 0.3 1.0 0.62
O 0.2408 2.4615 3.0082 0.3 0.0 0.2 -0.32
H -0.2299 -2.8877 4.4541 -0.1 0.3 0.3 0.10
C 1.1054 -0.8975 2.8990 -0.8 0.0 3.0 -0.84
H -0.2317 1.5611 -0.8864 0.0 -0.3 -0.1 0.01
Au 0.7351 0.3723 -3.0912 0.6 -0.2 1.0 0.70
C 2.3489 1.6474 -2.7342 1.3 1.2 -0.4 -0.24
C -0.8134 -0.8112 -3.7596 -0.8 -0.4 -1.4 -0.32
H -1.9702 -0.5371 0.2504 0.0 0.5 0.9 0.01
H -1.3479 1.0648 0.8003 -0.1 -0.5 0.3 0.01
```
Positions in Å, forces in eV/Å.

---

C14H40BrFO5SSi2 | wB97M-V/def2-TZVPD

Gap between HOMO and LUMO ... 10.447 eV
Multiplicity ... 1
LUMO energy ... 0.54 eV
Charge ... 0

Geometry as XYZ:
```
64
Properties=species:S:1:pos:R:3:forces:R:3:lowdin_charge:R:1
H 2.0475 4.2383 2.9832 0.1 0.0 0.1 0.07
C 1.4134 2.3285 2.1954 0.0 0.3 -0.2 -0.27
H -2.4107 3.1558 -5.6211 0.0 0.0 0.0 0.07
H 0.8154 3.4580 3.9295 -0.2 0.0 0.1 0.08
C -2.6169 2.5601 -6.5098 0.1 0.0 0.1 -0.06
H 0.5256 -1.1812 4.4014 0.0 0.1 0.0 0.08
C -0.7483 -6.6976 4.9277 0.0 0.0 -0.1 -0.06
H 1.8066 -3.7829 3.8423 0.0 0.0 0.0 0.07
C -1.5705 1.3080 -8.4314 0.1 0.0 0.0 -0.06
H -1.3170 -5.7700 4.8688 0.0 0.0 0.0 0.07
H -2.1634 1.8633 -9.1587 0.0 0.0 0.0 0.08
H 0.4451 4.8470 0.5589 0.0 0.0 -0.1 -0.01
H 3.4157 2.2440 -2.2833 0.0 0.0 0.0 0.08
H -4.0002 1.3906 2.0846 0.2 -0.2 -0.1 -0.22
C 0.3546 -6.7161 3.8811 -0.1 -0.1 0.1 -0.50
H 0.5416 -8.8617 3.7502 0.0 0.0 0.0 0.08
S -4.2303 2.6514 2.4358 -0.3 0.3 0.1 0.44
O -0.0117 -1.9662 4.5547 0.0 -0.1 0.0 -0.05
Br -0.1090 6.7358 2.8120 -0.1 -0.1 0.1 0.35
H 2.0543 -2.3611 2.8314 0.0 0.0 0.0 0.08
C 1.1773 -7.9931 3.9438 0.0 0.0 -0.1 -0.06
H -3.2371 3.1477 -7.1872 0.0 0.0 0.0 0.08
H 1.9642 -7.9780 3.1903 0.0 0.0 0.0 0.08
H 1.3847 -3.8429 2.1231 0.0 0.0 0.0 0.08
C 1.3912 -3.2118 3.0125 0.0 0.0 0.1 -0.06
H -2.1136 0.3936 -8.1777 0.0 0.0 0.0 0.08
H -2.3432 3.9192 4.2699 0.1 0.1 0.0 -0.03
H -1.6272 -1.6051 2.4734 0.0 0.0 0.0 0.08
H -0.9529 0.6262 -5.9948 0.0 -0.1 0.0 0.09
Si -0.0490 4.6898 1.9241 0.1 0.5 -0.4 0.05
H 0.7113 2.1199 1.3882 -0.2 -0.1 0.0 0.10
H 0.9595 2.2188 -2.5921 0.0 0.0 0.0 0.14
O 1.4330 3.9006 -1.6088 0.0 -0.1 0.0 -0.08
C 1.5172 3.1301 -2.8119 0.1 0.0 -0.1 -0.50
C 2.9618 2.7722 -3.1217 0.0 0.0 0.1 -0.06
H 1.9089 4.7242 -1.7560 0.0 0.1 0.0 0.08
H -0.6408 -3.5968 3.5660 0.0 0.0 0.0 0.12
C -0.6213 -1.9336 2.2117 0.0 0.1 0.0 -0.06
H 1.0088 -5.8590 4.0360 0.0 0.0 0.0 0.11
F 1.3309 1.2740 3.0914 0.0 -0.3 0.2 -0.08
Si -2.2498 3.1384 3.0250 -0.3 -0.2 -0.1 0.17
H -0.7420 3.0204 -7.4422 0.0 0.0 0.0 0.14
H 3.5439 3.6799 -3.3043 0.0 0.0 0.0 0.08
C 0.8534 3.8561 -3.9684 -0.1 0.1 0.0 -0.06
H -0.1825 4.0925 -3.7258 0.0 0.0 0.0 0.08
H 3.0286 2.1421 -4.0088 0.0 0.0 0.0 0.08
H -0.6706 -2.5175 1.2920 0.0 0.0 0.0 0.08
H -0.3404 -6.7902 5.9345 0.0 0.0 0.0 0.08
H 1.6362 -8.1201 4.9247 0.0 0.0 0.0 0.08
O -0.4865 1.4243 -6.2620 0.1 0.1 0.0 -0.06
C 1.1314 3.6508 2.9074 0.2 0.0 -0.2 -0.29
C -0.0107 -2.7327 3.3499 0.1 0.1 0.0 -0.50
H 2.4100 2.3233 1.7624 0.1 0.0 0.0 0.12
H -1.4397 -7.5287 4.7618 0.0 0.0 0.0 0.08
O -0.1855 -6.5224 2.5728 0.1 0.1 0.0 -0.06
O -1.5542 4.0515 1.8339 0.2 -0.1 0.5 -0.46
H -0.0163 -1.0417 2.0229 0.0 0.0 0.0 0.07
H -3.1892 1.6809 -6.2016 0.0 0.0 0.0 0.08
H -1.4558 1.9137 3.2255 0.0 0.0 0.0 -0.03
C -1.3202 2.1332 -7.1793 -0.1 0.0 0.0 -0.51
H 1.3737 4.7966 -4.1737 0.0 0.0 0.0 0.08
H -0.7771 -7.2582 2.3877 -0.1 0.0 0.0 0.08
H -0.6277 1.0218 -8.8961 0.0 0.0 0.0 0.08
H 0.8661 3.2460 -4.8716 0.0 0.0 0.0 0.07
```
Positions in Å, forces in eV/Å.

---

C26H34N2O3 | wB97M-V/def2-TZVPD

Gap between HOMO and LUMO ... 9.132 eV
Relative energy (zero: lowest compared OMol25 entry of this formula, charge and spin) ... 34.84 kcal/mol
Multiplicity ... 1
LUMO energy ... 0.63 eV
Charge ... 0
SMILES string ... CN(C(=O)c1ccc(OC2CCN(CCc3ccccc3)CC2)cc1)C1CCOCC1

Geometry as XYZ:
```
65
Properties=species:S:1:pos:R:3:forces:R:3:lowdin_charge:R:1
H 3.3003 -1.8527 -1.6707 0.1 -0.1 0.0 0.12
H -0.0615 -0.6944 5.8760 0.0 0.1 0.0 0.12
H -1.1313 -4.3128 -4.9641 0.0 0.1 0.1 0.13
O -1.5342 -2.4875 -5.6802 -0.1 -0.1 -0.1 -0.13
H -0.3101 2.5239 2.3725 -0.1 0.0 0.0 0.13
C 1.1288 -1.7078 -4.9171 -0.4 -0.1 -0.1 -0.30
C -0.0727 -0.5661 3.3441 -0.1 0.0 -0.2 -0.18
H -1.8461 -0.6017 -6.2752 0.0 0.0 0.1 0.13
C -3.9412 3.1981 6.3193 0.0 0.1 0.1 -0.09
H 1.4182 2.8870 2.4976 0.0 0.0 0.0 0.12
H -1.4266 -0.7666 -4.5478 0.0 0.0 -0.1 0.13
H 1.6632 1.2177 4.3152 0.0 0.0 0.1 0.13
C -0.7834 -3.2907 -4.8017 0.2 -0.3 0.0 -0.21
H -1.0636 0.2635 1.6238 0.0 0.0 0.0 0.12
C -0.0832 -0.1409 1.8793 0.3 0.0 0.0 -0.11
H -2.4568 -0.8619 5.0500 0.0 -0.1 0.0 0.11
H 0.8611 2.4055 -1.9853 -0.1 0.1 0.0 0.12
H 0.4720 -1.1602 -6.9098 0.0 0.0 -0.1 0.12
N -0.3561 0.5684 4.1966 0.2 -0.1 0.1 -0.18
H -0.8397 -1.3262 3.5068 0.1 0.0 0.0 0.12
N 2.5513 -1.4987 -5.0969 0.0 0.0 -0.1 -0.05
C 0.9586 0.9564 1.6524 -0.2 -0.1 0.4 -0.34
C -1.2016 -1.1242 -5.5656 0.1 0.3 -0.2 -0.21
H 3.2567 -3.1102 -6.2539 0.0 0.0 -0.1 0.09
C 2.6382 -0.3017 -2.9813 0.2 0.1 0.2 -0.17
O 4.5380 -0.7638 -4.3163 0.3 0.1 0.1 0.07
C 1.3880 1.4657 -1.9366 -0.1 0.0 0.2 0.01
C -2.9205 1.1746 5.5025 -0.1 -0.1 0.1 -0.24
H 4.1941 -1.6087 -6.3251 -0.1 -0.1 -0.1 0.09
C 1.4892 0.8305 -0.6952 0.0 0.0 -0.3 -0.25
C -4.2511 3.5750 5.0241 0.0 0.1 0.0 -0.10
C 0.6553 1.5931 4.0514 0.0 0.2 -0.1 -0.18
H -4.2159 3.8344 7.1484 0.0 0.0 0.1 0.10
H 1.9679 0.5684 1.8545 -0.1 0.0 0.0 0.15
H -0.9926 -3.0033 -3.7584 0.0 0.0 -0.1 0.13
H -4.7673 4.5057 4.8390 0.0 0.1 0.0 0.10
H 1.8800 1.4202 -4.0100 0.0 0.1 -0.1 0.12
H 0.8902 -1.3968 -3.8931 0.0 -0.1 -0.2 0.14
C 3.1869 -2.0211 -6.2876 0.2 0.0 -0.1 -0.02
H 0.4096 2.4177 4.7239 0.1 0.0 0.0 0.12
H -2.3134 -0.4453 6.7657 -0.1 -0.1 0.0 0.11
C 0.2749 -0.8690 -5.8774 -0.2 -0.2 0.3 -0.10
C -3.2382 1.5600 4.2066 -0.1 0.0 0.0 -0.05
O 0.8967 1.4824 0.3368 0.0 0.1 -0.1 -0.01
C 2.7551 -0.9234 -1.7474 0.0 0.1 -0.3 -0.01
H -0.3649 1.0169 6.2258 0.0 0.0 0.0 0.12
C 3.3333 -0.8724 -4.1800 -0.1 0.0 0.1 -0.43
H 0.1111 -1.0023 1.2378 0.0 0.0 0.0 0.11
C 0.7193 -3.1768 -5.0719 -0.3 0.3 0.2 -0.11
C -3.2768 2.0073 6.5549 0.0 0.0 0.0 -0.05
H -2.9600 0.9202 3.3836 0.0 -0.1 -0.1 0.10
H 2.6386 -1.7191 -7.1791 0.0 0.0 0.0 0.09
H -3.0342 1.7198 7.5688 0.0 0.0 0.1 0.11
H 2.2884 -0.8958 0.3246 0.0 0.0 0.1 0.11
C 0.6668 2.1057 2.6148 0.3 -0.2 -0.1 -0.10
H -4.1370 3.0426 2.9551 0.0 0.0 -0.1 0.10
C -3.8971 2.7524 3.9681 0.0 0.0 -0.1 -0.08
C -2.1442 -0.0856 5.7493 0.3 0.2 0.0 -0.13
H 0.4988 0.1912 -5.7611 0.0 0.1 0.0 0.12
H 1.2711 -3.8044 -4.3713 0.1 -0.1 0.0 0.13
C 2.1798 -0.3750 -0.6136 -0.1 0.1 0.3 -0.01
H 0.9165 -3.5184 -6.0884 0.0 -0.1 0.0 0.12
H 0.9097 -1.0182 3.5871 -0.1 0.0 0.0 0.13
C -0.6418 0.1905 5.5671 -0.2 -0.2 0.0 -0.19
C 1.9551 0.9091 -3.0614 0.1 -0.2 0.1 -0.02
```
Positions in Å, forces in eV/Å.

---

Number 1 is which compound? C11H15AuClNO2RhS2

---

multiplicity of number 2 (C14H40BrFO5SSi2)? 1